31
Properties=species:S:1:pos:R:3:forces:R:3 method="wB97M-V/def2-TZVPD" charge=0 orbital_gap_ev=9.24 largest_force_ev_per_a=1.2 e_above_lowest_ev=0.3512 e_tot_ha=-618.30309
C 1.408 5.223 -1.058 0.09 0.44 -0.12
C 0.542 1.028 -1.197 0.19 -0.79 -0.26
C 0.578 1.754 -2.369 0.25 1.20 0.10
C 0.793 1.649 0.016 1.02 0.00 0.42
C 0.802 3.134 -2.277 -0.22 -0.45 -0.28
C 1.256 2.951 0.064 -0.37 0.40 -0.41
C 1.196 3.734 -1.093 -0.43 0.27 0.16
H 0.452 -0.055 -1.206 -0.37 0.11 -0.04
H 0.487 1.371 -3.375 -0.33 -0.52 0.17
H 0.795 1.066 0.926 0.02 -0.06 -0.02
H 0.616 3.731 -3.163 0.35 0.11 0.00
H 1.630 3.408 0.973 -0.25 -0.13 0.13
H 2.383 5.522 -1.456 -0.01 -0.10 0.06
H 1.306 5.658 -0.064 0.13 -0.23 0.13
H 0.658 5.735 -1.666 0.04 -0.15 -0.09
C -2.916 -1.041 -0.408 0.31 0.86 0.34
C -1.819 -1.793 0.300 -0.51 -0.59 -0.11
C -1.746 -3.181 0.250 0.30 0.23 -0.31
C -0.886 -1.121 1.081 -0.31 0.28 0.04
C -0.731 -3.855 0.910 0.20 -0.21 -0.20
C 0.100 -1.777 1.790 0.08 -0.05 -0.53
C 0.215 -3.155 1.634 -0.07 0.10 0.83
O 1.234 -3.774 2.308 0.05 0.15 -0.05
H -2.475 -0.155 -0.881 -0.15 -0.14 -0.18
H -3.629 -0.636 0.318 -0.03 -0.18 -0.04
H -2.422 -3.733 -0.391 -0.15 -0.03 0.15
H -0.968 -0.042 1.123 0.03 -0.02 0.16
H -0.636 -4.932 0.827 -0.07 -0.03 -0.01
H 0.804 -1.225 2.398 0.07 -0.11 0.03
H 1.151 -4.725 2.216 -0.02 -0.16 -0.06
H -3.474 -1.605 -1.149 0.14 -0.22 -0.02

15
Properties=species:S:1:pos:R:3:forces:R:3 method="wB97M-V/def2-TZVPD" charge=0 orbital_gap_ev=10.17 largest_force_ev_per_a=1.8 e_above_lowest_ev=1.8994 e_tot_ha=-382.89502
O -0.247 -1.424 -2.727 -0.33 0.12 0.01
C 0.253 -0.353 -2.529 0.46 -0.38 0.25
C 0.240 0.396 -1.198 -0.93 -0.37 -1.45
C -0.707 -0.236 -0.177 0.65 0.30 0.04
C -0.012 -1.392 0.524 0.01 -0.50 -0.10
O 0.743 -2.115 -0.071 0.33 0.16 -0.08
H 0.768 0.160 -3.365 0.08 0.15 0.11
H 1.247 0.486 -0.837 0.59 0.03 0.18
H -0.068 1.385 -1.559 -0.12 0.17 0.62
H -1.559 -0.674 -0.702 -0.13 0.07 0.07
H -1.046 0.549 0.497 -0.17 -0.28 0.29
H -0.203 -1.660 1.577 -0.44 0.53 0.09
H 0.937 1.803 3.681 -0.10 -0.30 0.17
H -0.473 1.801 3.172 -0.15 -0.16 0.11
O 0.127 1.274 3.714 0.24 0.46 -0.30

no.,E_LUMO (eV),E_HOMO (eV)
1,0.88,-8.365
2,0.45,-9.726